(1)
Density functional theory data (wB97M-V/def2-TZVPD) for a cluster of 2 separate species, C5H11N2O in total at a distorted geometry.

Last column: natural (NBO) charge in e.
Element x y z (Å)
1 C -1.84935 -2.01889 -0.07062  -0.208
2 C -1.37448 -0.84060 -0.54690  -0.384
3 C 1.48996 -0.20357 0.24406  0.266
4 C -0.99036 1.71555 -0.52471  -0.722
5 C -1.13660 0.38606 0.20358  0.626
6 N 2.41278 0.69657 0.44165  -0.798
7 N 1.84558 -1.38648 0.01552  -0.768
8 O -1.30565 0.45196 1.55445  -0.603
9 H -1.94592 -2.86848 -0.72435  0.228
10 H -2.34354 -2.08012 0.93023  0.226
11 H -0.90655 -1.00512 -1.47813  0.249
12 H -0.02645 1.69372 -1.10450  0.278
13 H -1.71836 1.80142 -1.22794  0.260
14 H -0.72240 2.63324 0.13061  0.247
15 H 2.29009 1.74234 0.33209  0.405
16 H 3.38230 0.53157 0.18622  0.374
17 H 0.95912 -1.97240 -0.17861  0.404
18 H 2.69641 -1.88307 0.12589  0.402
19 H -1.19856 1.37513 1.89529  0.518

charge	+1
calculated total energy	-10381.3086	eV
orbital gap (alpha / beta)	7.62 / 7.61	eV
ΔE to the lowest compared entry with this formula, charge and spin	4.297	eV
multiplicity	1


(2)
Density functional theory data (wB97M-V/def2-TZVPD) for a structure of composition CH2N2OS2 at a distorted geometry.

Last column: natural (NBO) charge in e.
Element x y z (Å)
1 C -0.81147 0.57402 0.10661  -0.150
2 N 1.92601 -0.12096 0.21507  0.202
3 N -0.79014 -0.72641 -0.15968  -0.775
4 O 2.79469 -0.07161 -0.55265  -0.146
5 S -2.30555 1.20614 0.40378  -0.155
6 S 0.51788 1.61487 0.07748  0.223
7 H -1.56843 -1.34185 -0.01292  0.425
8 H 0.23701 -1.13420 -0.07769  0.376

charge	0
calculated total energy	-27764.1498	eV
orbital gap (alpha / beta)	6.54 / 6.44	eV
ΔE to the lowest compared entry with this formula, charge and spin	2.139	eV
multiplicity	1


(3)
Density functional theory data (wB97M-V/def2-TZVPD) for a structure of composition H2P4 at a distorted geometry.

Last column: natural (NBO) charge in e.
Element x y z (Å)
1 P 2.62614 0.67182 0.22141  0.000
2 P 2.18045 -1.28898 -0.14604  -0.033
3 P 0.51600 1.20704 -0.14146  0.026
4 P 0.16067 -0.96627 0.37742  0.015
5 H 0.45884 1.82592 1.17474  -0.007
6 H -0.52138 -1.28361 -1.20227  0.000

charge	0
calculated total energy	-37185.6523	eV
orbital gap	7.88	eV
ΔE to the lowest compared entry with this formula, charge and spin	0.935	eV
multiplicity	1


(4)
Density functional theory data (wB97M-V/def2-TZVPD) for a cluster of 21 separate species, H41O21 in total at a distorted geometry.

Last column: natural (NBO) charge in e.
Element x y z (Å)
1 O -2.01633 0.13926 -3.66789  -0.926
2 H 1.91147 -2.71091 4.17525  0.469
3 H -2.98694 -0.15841 -3.69707  0.467
4 O 2.71279 -3.05710 3.77490  -0.936
5 H 0.90389 3.92746 2.49885  0.466
6 H 1.57874 -2.39132 0.34333  0.484
7 O 1.99352 -0.39587 4.85231  -0.986
8 H -1.03013 -0.87815 2.67915  0.494
9 H 5.21917 -0.63425 -1.13479  0.471
10 O -1.04201 -1.78493 3.01665  -1.032
11 H 3.80865 -0.25438 -0.72400  0.478
12 H -1.12492 -1.77733 -0.48915  0.455
13 O -0.29932 -1.89807 -0.05732  -1.039
14 H -2.87071 -3.78662 2.59544  0.479
15 H -3.43436 2.40999 1.72132  0.468
16 O -2.63712 -0.04948 -0.05383  -0.952
17 H -3.19991 -2.97258 1.58911  0.477
18 H -2.21280 -0.81096 -0.37783  0.426
19 O -2.46042 -3.58602 1.72986  -0.930
20 H 0.70996 4.22764 -3.03118  0.505
21 H -0.18051 -1.09251 0.59057  0.536
22 O -1.63735 -3.99635 -0.88842  -0.992
23 H -1.26745 -2.35167 2.24863  0.498
24 H -1.99032 0.16643 0.69039  0.502
25 O -1.57025 2.52739 0.41561  -1.021
26 H -1.01193 -4.36145 -1.48668  0.474
27 H 2.28102 -3.55607 3.04211  0.468
28 O -4.06282 2.86361 1.18655  -0.944
29 H 1.49977 0.33165 5.17834  0.497
30 H 1.61682 -3.41053 -0.83144  0.457
31 O 3.77894 1.33582 -3.62092  -0.949
32 H 0.71056 2.15305 -0.40686  0.481
33 H 2.90658 1.73202 -3.58828  0.460
34 O -3.39250 2.58036 -2.32559  -1.019
35 H 1.85036 -0.76868 3.99496  0.486
36 H -2.81057 3.32693 -2.23876  0.495
37 O 4.60476 0.11876 -1.14121  -0.942
38 H -1.38785 1.75072 0.97746  0.501
39 H -1.92121 2.33366 -0.43241  0.480
40 O -0.76756 0.66929 4.58707  -0.957
41 H -0.77658 -0.28969 4.44370  0.486
42 H -0.40368 0.91960 3.72919  0.466
43 O -0.23780 4.35373 -3.25854  -0.981
44 H 1.43085 -2.03014 -4.75357  0.467
45 H -3.49909 1.74279 -1.87682  0.528
46 O 1.28295 2.84689 -0.74096  -0.969
47 H -3.54008 3.59546 0.83179  0.474
48 O 2.12964 -2.99163 -0.12292  -0.937
49 H -1.63980 -0.69154 -3.95644  0.459
50 H 1.05820 3.56727 -0.13659  0.483
51 O -0.34543 0.37395 1.28041  -1.283
52 H 0.40011 -1.27712 -2.48054  0.485
53 H 0.46636 0.76654 1.54780  0.449
54 O 0.56815 -2.22343 -2.38934  -1.005
55 H 1.53503 -0.69302 -4.21421  0.453
56 H 0.44878 -2.64754 -1.51764  0.493
57 O 2.01975 -1.25088 -4.84181  -0.919
58 H -1.32737 -3.49776 -0.11254  0.507
59 H -0.91554 3.87321 -2.82404  0.475
60 O 1.82431 3.83031 2.10292  -0.928
61 H 1.84406 2.86299 2.18649  0.465
62 H 3.73954 0.59096 -3.01883  0.484

charge	-1
calculated total energy	-43662.8842	eV
orbital gap	9.65	eV
ΔE to the lowest compared entry with this formula, charge and spin	5.489	eV
multiplicity	1